(1)
Entry from OMol25: a 13-piece molecular cluster, C31H88O23S13 overall in a non-equilibrium geometry (the ωB97M-V functional and the def2-TZVPD basis).

Element x y z (Å)
O: -4.48964 -8.75997 -0.64642
S: -3.52149 -7.98039 -1.43822
O: -2.35074 -7.36243 -0.80773
O: -3.09169 -8.99240 -2.68759
C: -1.82928 -8.80313 -3.35971
C: -2.18052 -8.19211 -4.78311
C: -4.43629 -6.70584 -2.45731
H: -1.46501 -9.83033 -3.37593
H: -1.08647 -8.08769 -3.00691
H: -1.38588 -8.41969 -5.49364
H: -2.48328 -7.14508 -4.77018
H: -2.94786 -8.85777 -5.17829
H: -3.78807 -6.33515 -3.25135
H: -4.97498 -5.98072 -1.84731
H: -5.28147 -7.28740 -2.82550
O: -0.61930 -1.84492 5.50239
S: -0.35594 -3.13488 6.15499
O: 0.99015 -3.63694 6.57482
O: -1.41744 -3.39323 7.43551
C: -1.02546 -2.60380 8.56042
C: -2.38572 -2.48382 9.36832
C: -0.96607 -4.43967 4.95464
H: -0.81040 -1.62225 8.13804
H: -0.13385 -3.06292 8.98745
H: -2.96851 -3.39257 9.51871
H: -2.99441 -1.77513 8.80676
H: -2.31944 -1.90065 10.28681
H: -0.69749 -4.21647 3.92210
H: -2.04039 -4.60754 5.03055
H: -0.44654 -5.31527 5.34388
O: -0.02653 -1.60521 -2.81749
S: -0.31260 -1.17985 -1.44005
O: 0.37429 -1.61468 -0.27991
O: -0.34725 0.45814 -1.30019
C: 0.38548 1.12525 -0.26995
C: 0.19718 2.61263 -0.48266
C: -2.10988 -1.22931 -1.10830
H: 1.42004 0.87018 -0.49960
H: 0.19359 0.82067 0.75888
H: -0.79416 2.92145 -0.15104
H: 0.33995 2.74067 -1.55565
H: 0.88886 3.18041 0.13968
H: -2.57821 -0.52480 -1.79564
H: -2.16577 -0.96862 -0.05141
H: -2.40876 -2.26139 -1.29156
O: 8.26651 -1.39774 3.51265
S: 8.43531 -0.85672 4.88962
O: 9.56973 0.02334 5.12194
O: 7.04569 0.03047 5.18365
C: 5.75092 -0.50914 5.00879
C: 5.24314 -0.37720 3.52006
C: 8.28313 -2.08987 6.25712
H: 5.12719 0.18456 5.57256
H: 5.71219 -1.49674 5.46840
H: 5.38600 0.67033 3.25479
H: 4.21770 -0.74635 3.50261
H: 5.69277 -1.05969 2.79885
H: 9.30981 -2.45592 6.26470
H: 7.57107 -2.79831 5.83382
H: 7.92421 -1.42373 7.04167
O: 1.46912 10.69368 -0.85539
S: 2.21649 11.12447 0.37892
O: 3.40183 12.03621 0.30446
O: 1.15608 11.92375 1.32624
C: 1.58373 12.57568 2.50388
C: 0.72476 13.82057 2.68768
C: 2.47033 9.58822 1.35469
H: 2.64407 12.78968 2.36982
H: 1.49016 12.06151 3.46042
H: 0.76453 14.39271 3.61459
H: -0.25964 13.37257 2.55224
H: 0.80466 14.46449 1.81184
H: 2.65460 8.79091 0.63466
H: 1.43753 9.51526 1.69543
H: 3.20429 9.85021 2.11677
C: 3.65601 -5.47562 -4.95025
S: 3.90164 -7.05025 -5.80063
O: 3.14256 -6.89760 -7.09531
C: 5.65573 -6.88146 -6.19598
H: 3.60432 -4.68424 -5.69801
H: 4.50871 -5.33665 -4.28566
H: 2.72734 -5.58449 -4.39006
H: 5.92718 -5.87003 -6.49835
H: 5.93913 -7.59345 -6.97113
H: 6.08454 -7.06211 -5.21029
C: 2.36456 5.51761 5.62197
S: 0.82811 5.62677 6.67101
O: 1.29122 5.30667 8.07825
C: 0.54577 7.46935 6.48566
H: 2.14096 5.18864 4.60713
H: 3.04426 4.78209 6.05224
H: 2.82344 6.47860 5.38961
H: 1.39826 8.08016 6.78275
H: -0.38237 7.73552 6.99143
H: 0.35910 7.65892 5.42862
C: -0.96768 -3.56890 -11.43720
S: -1.12776 -2.37892 -10.08525
O: -2.59385 -2.13967 -10.15212
C: -0.98364 -3.61381 -8.71212
H: -0.13809 -4.26473 -11.56249
H: -0.76554 -2.85842 -12.23874
H: -1.96038 -3.95891 -11.66199
H: -1.76796 -4.35982 -8.84020
H: -1.03589 -3.16434 -7.72048
H: -0.11666 -4.25490 -8.87165
C: -8.04022 -0.05013 -0.13864
S: -9.25292 0.19380 -1.49618
O: -8.44522 0.87266 -2.59791
C: -9.61224 -1.61971 -1.80199
H: -8.58132 -0.37634 0.74955
H: -7.56131 0.89888 0.10245
H: -7.28225 -0.78707 -0.40415
H: -9.20102 -2.16036 -0.94952
H: -9.26774 -1.86361 -2.80694
H: -10.69734 -1.69414 -1.73057
C: -8.18568 -3.85600 4.05074
S: -6.41122 -4.18395 3.51914
O: -5.80291 -2.85732 3.11126
C: -5.91476 -4.19464 5.31524
H: -8.66008 -3.57021 3.11193
H: -8.30655 -2.93994 4.62896
H: -8.81098 -4.69569 4.35409
H: -6.69695 -4.71397 5.86893
H: -5.83444 -3.14965 5.61464
H: -5.08622 -4.78631 5.70453
C: -4.38312 -0.17912 -5.87553
S: -5.36832 -1.71939 -5.93079
O: -5.72752 -2.04251 -4.52902
C: -6.79607 -0.87728 -6.69208
H: -4.99927 0.63520 -5.49428
H: -3.98463 -0.08484 -6.88569
H: -3.42934 -0.31567 -5.36586
H: -6.50255 -0.81265 -7.73983
H: -7.02740 0.09992 -6.26821
H: -7.59578 -1.56449 -6.41587
C: 2.63347 2.88228 -5.05164
S: 3.84658 3.72449 -4.03470
O: 5.13477 3.68003 -4.86530
C: 3.18259 5.44676 -4.24666
H: 1.72118 2.83730 -4.45682
H: 2.84046 1.88168 -5.43117
H: 2.47651 3.51925 -5.92212
H: 3.09069 5.84484 -5.25719
H: 3.87486 6.06974 -3.68030
H: 2.22333 5.47965 -3.73010
C: 7.80683 3.54788 0.79200
S: 6.83126 4.91756 1.54051
O: 5.48654 4.27214 1.80009
C: 7.64019 4.91054 3.21205
H: 7.36739 3.11378 -0.10608
H: 8.04992 2.79773 1.54452
H: 8.82019 3.90924 0.61702
H: 7.29177 5.79179 3.75066
H: 8.71668 5.05384 3.30550
H: 7.47690 3.99544 3.78128

## Properties
DFT total energy: -8140.28180 a.u.
Max |F|: 4.4 eV Å⁻¹
HOMO: -8.73 eV
Orbital gap: 8.709 eV
Relative energy (zero: lowest compared OMol25 entry of this formula, charge and spin): 149.3 kcal per mole

(2)
Entry from OMol25: a 2-piece molecular cluster, CH3NO3S overall in a non-equilibrium geometry (the ωB97M-V functional and the def2-TZVPD basis).

Element x y z (Å)
C: -0.66963 0.65192 0.08283
N: 0.77499 0.67033 -0.00421
O: 1.41914 1.07937 0.89723
O: 1.18690 0.03864 -0.97864
O: -1.29459 0.44842 -1.02069
S: -0.33024 -1.81927 1.19350
H: -1.02668 1.14394 1.03034
H: -0.71598 -0.03098 -1.54958
H: 0.65609 -2.18237 0.34923

## Properties
DFT total energy: -718.36897 a.u.
Max |F|: 3.8 eV Å⁻¹
HOMO (alpha / beta): -9.60 / -9.32 eV
Orbital gap (alpha / beta): 7.773 / 7.051 eV
Relative energy (zero: lowest compared OMol25 entry of this formula, charge and spin): 126.8 kcal per mole

(3)
Entry from OMol25: the molecule C3H2BrClF2 in a non-equilibrium geometry (the ωB97M-V functional and the def2-TZVPD basis).

Element x y z (Å)
C: 0.72183 0.60615 1.16342
C: 0.00336 0.66870 0.09595
C: -0.53202 -0.89418 -0.74255
F: -0.55233 -0.67627 -2.04517
F: -1.87170 -1.12763 -0.39457
Cl: 0.52412 -2.09084 -0.27240
Br: -0.52823 2.17283 -1.00078
H: 0.93829 1.53036 1.65331
H: 1.29668 -0.18913 1.54278

## Properties
DFT total energy: -3349.38110 a.u.
Max |F|: 5.7 eV Å⁻¹
HOMO: -10.13 eV
Orbital gap: 10.716 eV
Relative energy (zero: lowest compared OMol25 entry of this formula, charge and spin): 24.5 kcal per mole

(4)
Entry from OMol25: a 2-piece molecular cluster, C3H8IN overall in a non-equilibrium geometry (the ωB97M-V functional and the def2-TZVPD basis).

Element x y z (Å)
C: 0.75445 0.87539 -0.55494
C: -0.42870 -1.29078 -0.33582
C: -0.42598 0.20509 0.07786
N: -1.69248 0.70348 -0.51184
I: -3.42016 0.02450 0.32552
H: 1.67176 0.28866 -0.43760
H: 0.82395 1.00817 -1.71853
H: 0.99285 1.80072 -0.15289
H: 0.64108 -1.61046 -0.34116
H: -0.88150 -1.41865 -1.33341
H: -1.01387 -1.90776 0.46754
H: -0.46153 0.24046 1.25689
H: -1.80465 2.28479 -0.35060

## Properties
DFT total energy: -471.40879 a.u.
Max |F|: 5.2 eV Å⁻¹
HOMO: -8.71 eV
Orbital gap: 8.360 eV
Relative energy (zero: lowest compared OMol25 entry of this formula, charge and spin): 66.1 kcal per mole

> Which of these has the highest max |F|?

C3H2BrClF2